one.
C20H28N2O3 | ωB97M-V/def2-TZVPD

XYZ file:
```
53
Properties=species:S:1:pos:R:3
C 3.716 3.608 -0.740
H 4.240 2.835 -0.187
H 3.992 4.576 -0.327
H 2.646 3.467 -0.600
C 4.069 3.546 -2.224
C 3.362 4.670 -2.980
H 3.638 4.663 -4.033
H 3.633 5.637 -2.563
H 2.282 4.556 -2.907
C 3.691 2.193 -2.837
C 4.533 1.021 -2.322
H 5.583 1.320 -2.258
O 4.207 0.607 -1.010
C 3.068 -0.092 -0.779
C 2.799 -0.371 0.564
C 1.685 -1.095 0.918
C 0.791 -1.546 -0.053
C 1.063 -1.274 -1.388
C 2.189 -0.558 -1.753
H 2.373 -0.381 -2.802
H 0.411 -1.648 -2.165
C -0.397 -2.320 0.399
O -0.376 -3.032 1.383
N -1.503 -2.184 -0.387
H -1.504 -1.452 -1.079
C -2.792 -2.650 0.059
H -2.600 -3.468 0.756
H -3.375 -3.008 -0.793
C -3.559 -1.510 0.767
C -2.813 -1.139 2.019
C -2.072 -0.027 2.300
C -1.501 -0.243 3.577
C -1.936 -1.468 3.973
O -2.730 -2.014 3.041
H -1.760 -2.041 4.861
H -0.855 0.420 4.115
H -1.946 0.835 1.675
N -4.972 -1.827 0.921
C -5.725 -0.680 1.385
H -6.786 -0.926 1.361
H -5.461 -0.375 2.409
H -5.550 0.163 0.717
C -5.255 -2.996 1.731
H -4.731 -3.858 1.329
H -6.327 -3.191 1.678
H -4.976 -2.871 2.785
H -3.520 -0.630 0.108
H 1.478 -1.324 1.952
H 3.492 -0.013 1.309
H 4.462 0.171 -3.013
H 2.636 1.996 -2.639
H 3.828 2.245 -3.920
H 5.151 3.684 -2.333
```

Gap between HOMO and LUMO ... 0.3301 hartree
Spin multiplicity ... 1


two.
C20H28N2O3 | ωB97M-V/def2-TZVPD

XYZ file:
```
53
Properties=species:S:1:pos:R:3
C 1.800 -0.411 5.053
H 2.290 0.495 5.401
H 2.167 -1.248 5.641
H 0.731 -0.311 5.229
C 2.075 -0.635 3.569
C 1.402 -1.918 3.078
C 1.660 -2.144 1.592
C 1.157 -0.946 0.782
N 1.377 -1.137 -0.639
C 0.465 -1.706 -1.454
O -0.619 -2.088 -1.062
C 0.886 -1.752 -2.914
H 0.289 -2.504 -3.430
H 1.943 -2.010 -2.999
C 0.629 -0.375 -3.550
C -0.879 -0.194 -3.639
O -1.528 -0.817 -4.454
N -1.492 0.620 -2.732
C -0.907 1.496 -1.802
C 0.101 2.391 -2.150
C 0.611 3.279 -1.222
C 0.090 3.311 0.062
C -0.952 2.473 0.405
C -1.470 1.567 -0.518
O -2.522 0.818 -0.118
C -3.063 -0.113 -1.055
C -4.520 -0.339 -0.681
H -4.584 -0.667 0.352
H -4.951 -1.100 -1.324
H -5.084 0.585 -0.788
C -2.909 0.427 -2.479
H -3.291 -0.288 -3.207
H -3.434 1.382 -2.581
H -2.498 -1.051 -0.973
H -1.394 2.502 1.388
H 0.482 4.003 0.791
H 1.400 3.958 -1.507
H 0.463 2.408 -3.167
H 1.116 0.394 -2.957
H 1.027 -0.369 -4.566
H 2.290 -0.905 -0.996
C 1.849 0.329 1.252
C 1.582 0.551 2.738
H 2.079 1.466 3.066
H 0.509 0.680 2.892
H 1.488 1.181 0.675
H 2.927 0.234 1.086
H 0.074 -0.856 0.916
H 1.148 -3.047 1.254
H 2.732 -2.274 1.417
H 0.326 -1.846 3.248
H 1.774 -2.771 3.649
H 3.157 -0.733 3.426
```

Gap between HOMO and LUMO ... 0.3306 hartree
Spin multiplicity ... 1


two wins, 231.8 kJ/mol ahead of the next structure.


one.
CH5NO | ωB97M-V/def2-TZVPD

XYZ file:
```
8
Properties=species:S:1:pos:R:3
N 0.451 -1.094 -0.350
C 0.323 0.076 0.468
O -0.707 1.024 -0.131
H -0.448 -1.615 -0.335
H 0.760 -0.744 -1.230
H 1.338 0.507 0.247
H 0.399 -0.004 1.548
H -1.491 0.873 0.460
```

Gap between HOMO and LUMO ... 0.3936 hartree
Spin multiplicity ... 1


two.
CH5NO | ωB97M-V/def2-TZVPD

XYZ file:
```
8
Properties=species:S:1:pos:R:3
N -2.311 -2.836 0.280
H -2.803 -2.265 -0.428
H -1.819 -3.579 -0.157
H -3.091 -3.469 0.792
O 1.569 2.488 0.014
C 1.463 1.286 -0.235
H 0.826 0.710 0.429
H 1.730 0.834 -1.301
```

Gap between HOMO and LUMO ... 0.3995 hartree
Spin multiplicity ... 1


one wins, 51.1 kJ/mol ahead of the next structure.


one.
C4H9N2O2 | ωB97M-V/def2-TZVPD

XYZ file:
```
17
Properties=species:S:1:pos:R:3
C 0.830 -1.522 0.653
C -0.368 0.680 -1.456
C -1.673 -0.159 0.672
C 0.718 -0.026 0.539
N 2.316 0.752 -0.633
N -0.478 0.573 -0.009
O 0.170 -2.279 0.013
O 3.298 0.671 -0.069
H 1.558 -1.834 1.425
H 0.021 -0.312 -1.905
H -1.179 0.981 -2.035
H 0.436 1.519 -1.544
H -2.114 -0.961 0.202
H -1.392 -0.529 1.757
H -2.491 0.603 0.619
H 1.029 0.356 1.462
H -0.680 1.486 0.309
```

Gap between HOMO and LUMO (alpha / beta) ... 0.2971 / 0.2970 hartree
Spin multiplicity ... 1
Net charge ... +1


two.
C4H9N2O2 | ωB97M-V/def2-TZVPD

XYZ file:
```
17
Properties=species:S:1:pos:R:3
C -1.970 -0.611 0.153
C -1.303 -1.583 0.212
C -0.688 -2.881 0.144
C 0.795 1.018 0.100
N -2.993 0.304 0.029
N -0.270 1.997 -0.295
O -2.744 1.417 -0.474
O -4.095 -0.070 0.168
H -1.404 1.700 -0.524
H -1.320 -3.365 -0.584
H -0.776 -3.491 1.120
H 0.351 -2.660 -0.142
H 0.997 0.309 -0.628
H 1.778 1.499 0.303
H 0.507 0.617 1.069
H -0.049 2.481 -1.237
H -0.254 2.663 0.496
```

Gap between HOMO and LUMO ... 0.3668 hartree
Spin multiplicity ... 1
Net charge ... +1


three.
C4H9N2O2 | ωB97M-V/def2-TZVPD

XYZ file:
```
17
Properties=species:S:1:pos:R:3
C -0.580 2.645 0.963
C -0.804 -2.213 -0.121
C 1.595 0.673 -0.002
C 0.985 -0.533 0.315
N -0.629 1.512 0.391
N 0.138 -1.134 -0.500
O -1.396 0.737 -0.156
O 0.220 -0.918 -1.891
H -1.366 3.299 1.141
H 0.330 2.911 1.541
H -1.246 -2.065 0.853
H -0.085 -3.164 -0.138
H -1.537 -2.033 -0.928
H 1.587 1.181 -1.067
H 2.175 1.195 0.703
H -0.614 -1.206 -2.375
H 1.226 -0.887 1.270
```

Gap between HOMO and LUMO (alpha / beta) ... 0.2887 / 0.3225 hartree
Spin multiplicity ... 1
Net charge ... +1


one wins, 45.1 kJ/mol ahead of the next structure.


one.
CH4O3 | ωB97M-V/def2-TZVPD

XYZ file:
```
8
Properties=species:S:1:pos:R:3
C 0.661 0.049 0.119
O 0.436 1.368 0.287
O -1.133 -0.477 -1.203
O -0.429 -0.757 0.041
H 1.452 -0.120 -0.607
H 1.199 -0.471 1.602
H -0.300 1.488 0.911
H -1.887 -1.080 -1.150
```

Gap between HOMO and LUMO ... 0.3785 hartree
Spin multiplicity ... 1


two.
CH4O3 | ωB97M-V/def2-TZVPD

XYZ file:
```
8
Properties=species:S:1:pos:R:3
O -1.047 0.148 1.046
H -2.009 -0.047 1.109
H -0.649 -0.311 1.820
O 1.837 -0.346 -1.963
O 0.111 0.698 -0.920
C 1.095 -0.191 -0.968
H -0.539 0.683 -0.166
H 1.201 -0.634 0.042
```

Gap between HOMO and LUMO ... 0.3628 hartree
Spin multiplicity ... 1


two wins, 444.8 kJ/mol ahead of the next structure.